Formula: C14H7F3N7O6S
Source: the OMol25 dataset
Level of theory: wB97M-V/def2-TZVPD

Geometry as XYZ:
```
38
Properties=species:S:1:pos:R:3:forces:R:3
F -2.5646 3.8592 1.5991 0.32 -0.90 0.59
C -2.2137 2.6904 2.1772 -0.26 0.09 0.76
F -0.8801 2.6634 2.3735 -1.10 0.17 -0.06
F -2.8523 2.5577 3.3764 0.80 0.61 -1.34
S -2.7156 1.2931 1.0498 -0.33 -0.50 0.15
C -2.3182 -0.1858 1.9296 1.60 1.55 1.76
C -2.0376 -1.2700 0.9516 0.27 -0.78 -0.31
C -1.3247 -2.3659 1.4789 -0.36 0.30 -0.09
C -1.2240 -3.5451 0.7648 0.63 -0.19 0.29
C -1.6534 -3.6144 -0.5550 -0.71 0.48 0.10
C -1.5822 -4.8352 -1.3038 -0.02 -2.06 -1.36
N -1.5648 -5.8182 -1.9397 0.05 2.04 1.35
C -2.2322 -2.4768 -1.1349 0.29 0.30 0.22
C -2.3904 -1.2934 -0.4101 0.01 -0.72 -0.13
O -4.1420 1.3252 0.8613 0.44 0.53 -0.07
O -1.7804 1.4225 -0.0341 -0.18 0.61 -0.19
H -1.2527 0.0420 2.4300 -2.54 -0.24 -0.79
H -0.8462 -2.2572 2.4633 -0.39 -0.29 -0.42
H -0.7724 -4.4118 1.2394 0.04 0.10 -0.18
H -2.5522 -2.5043 -2.1690 0.08 -0.03 0.02
H -2.7092 -0.4113 -0.9690 -0.29 -0.43 0.52
O -8.0900 -0.4269 5.1121 1.90 0.39 0.41
N -7.0177 0.0356 5.5316 -0.38 0.69 0.48
O -6.9597 0.8301 6.5000 0.05 -1.17 -1.25
C -5.7454 -0.2852 4.8728 -0.05 0.93 0.18
C -4.5538 0.3459 5.2492 0.18 -0.78 -0.28
C -3.3546 0.1360 4.5203 -0.16 0.61 2.02
N -2.1118 0.5104 5.1177 -0.16 0.43 1.02
O -2.1282 1.1048 6.2264 0.28 -0.80 -1.76
O -1.0492 0.2142 4.5167 -1.11 0.36 0.80
C -3.2511 -0.7140 3.3725 4.08 -2.45 -2.86
N -4.4441 -1.4231 3.1610 -2.79 -0.21 -0.35
N -4.6323 -2.4100 2.2228 -1.00 0.51 0.45
N -5.9076 -2.6975 2.2486 1.51 0.53 0.23
N -6.5838 -1.9703 3.1548 1.04 0.55 0.57
C -5.6782 -1.1740 3.7541 0.12 -1.04 -1.30
H -4.5016 0.9013 6.1914 -0.08 -0.04 -0.61
H -2.3741 -1.4833 3.3713 -1.78 0.85 1.41
```
Positions in Å, forces in eV/Å.

Its gap between HOMO and LUMO is 7.1 eV. Its spin multiplicity is 1. The LUMO energy comes out at 1.7 eV. Its net charge is -1. The max |F| comes out at 0.10787 hartree/bohr.

Charges in e, computed with Mulliken, in the same order as the atoms: F -0.219; C 0.639; F -0.222; F -0.192; S 1.252; C 0.527; C -0.056; C -0.339; C -0.871; C 0.568; C -0.010; N -0.564; C -0.971; C -0.505; O -0.647; O -0.685; H 0.406; H 0.467; H 0.429; H 0.410; H 0.374; O -0.583; N 0.900; O -0.646; C -0.393; C -0.471; C -0.650; N 1.211; O -0.751; O -0.673; C 0.847; N 0.592; N -0.380; N -0.866; N -0.331; C 0.590; H 0.568; H 0.244